# 1
This record from the Open Molecules 2025 dataset describes the molecule C5H5NO. The level of theory is ωB97M-V/def2-TZVPD.

Last column: Mulliken charge in e.
Positions of all 12 atoms, in Å:
C -1.27991 0.03615 -2.82835  0.297
C -1.00699 0.09170 -1.65326  -0.488
C -0.78091 0.19864 -0.21602  0.272
O -1.58367 0.78132 0.48626  -0.533
C 0.40733 -0.49357 0.37696  -0.123
C 1.37583 0.23701 1.25123  -0.410
N 0.36267 -0.61593 1.83086  -0.605
H -1.54096 0.00646 -3.86407  0.402
H 0.77596 -1.34720 -0.18617  0.364
H 1.31504 1.31849 1.35878  0.244
H 2.37957 -0.17792 1.31412  0.247
H -0.42397 -0.03515 2.12965  0.334

Atoms 1-3, force components in eV/Å:
C 0.221 0.046 0.805
C -0.193 0.009 -0.829
C -0.103 0.143 0.272

Summary:
highest occupied orbital energy = -0.3664 hartree
calculated total energy = -8800.2653 eV
gap between HOMO and LUMO = 9.949 eV
structure (SMILES) = C#CC(=O)[C@H]1CN1
LUMO energy = -0.02 eV
ΔE to the lowest compared entry with this formula, charge and spin = 3.154 eV
net charge = 0

=====

# 2
This record from the Open Molecules 2025 dataset describes the molecule C5H5NO at a distorted geometry. The level of theory is ωB97M-V/def2-TZVPD.

Last column: Mulliken charge in e.
Positions of all 12 atoms, in Å:
O -1.76355 -0.96822 1.71707  -0.444
C -0.85972 -0.84339 0.93368  -0.189
C -0.61601 0.43566 0.14663  0.627
C 0.86467 0.93055 0.33878  -1.303
C -0.52265 0.32051 -1.31185  -0.680
C 0.10083 -0.84218 -1.80433  0.507
N 0.61041 -1.74070 -2.35410  -0.368
H -0.14878 -1.66974 0.71331  0.337
H -1.32396 1.20280 0.46853  0.373
H 1.51649 0.08734 0.58279  0.389
H 0.88452 1.67522 1.13581  0.370
H 1.25775 1.41215 -0.56631  0.382

Atoms 1-3, force components in eV/Å:
O 0.434 0.075 -0.339
C -0.212 -0.039 0.195
C -0.222 0.034 -0.072

Summary:
highest occupied orbital energy (alpha / beta) = -0.3527 / -0.3527 hartree
calculated total energy = -8799.2380 eV
gap between HOMO and LUMO (alpha / beta) = 7.671 / 7.670 eV
LUMO energy (alpha / beta) = -1.93 / -1.93 eV
ΔE to the lowest compared entry with this formula, charge and spin = 4.181 eV
net charge = 0

=====

# 3
This record from the Open Molecules 2025 dataset describes a structure of composition C5H5NO. The level of theory is ωB97M-V/def2-TZVPD.

Last column: Mulliken charge in e.
Positions of all 12 atoms, in Å:
O 0.02197 1.25445 1.41512  -0.587
C -0.46799 0.41341 0.67360  0.210
C -1.81963 0.54908 0.14452  -0.395
C -2.92512 0.66385 -0.32144  0.380
C 0.21341 -0.82642 0.25745  -0.563
C 1.26032 -0.67686 -0.76584  -0.217
N 1.84900 -0.62904 0.57554  -0.441
H -3.90679 0.76566 -0.73064  0.406
H 1.05056 -1.34185 1.11675  0.433
H 1.32717 0.28283 -1.27748  0.212
H 1.57372 -1.52534 -1.37135  0.200
H 1.87951 0.32163 0.95887  0.362

Atoms 1-3, force components in eV/Å:
O -0.194 -0.273 -0.227
C 0.195 0.112 0.132
C -0.613 0.108 -0.255

Summary:
highest occupied orbital energy = -0.3410 hartree
calculated total energy = -8797.6442 eV
gap between HOMO and LUMO = 9.536 eV
LUMO energy = 0.26 eV
ΔE to the lowest compared entry with this formula, charge and spin = 5.775 eV
net charge = 0

=====

# 4
This record from the Open Molecules 2025 dataset describes the molecule C5H5NO at a distorted geometry. The level of theory is ωB97M-V/def2-TZVPD.

Last column: Mulliken charge in e.
Positions of all 12 atoms, in Å:
O 0.77974 0.78172 1.03840  -0.296
C 0.58053 1.05260 -0.29459  -0.304
C 1.79699 0.07213 0.41658  0.023
C 2.62843 -0.81348 0.34735  -0.151
C -0.79653 0.76873 -0.67528  0.075
C -1.33322 -0.57374 -0.28105  -0.435
N -1.84246 0.61954 0.33733  -0.563
H 3.38058 -1.54413 0.16046  0.425
H -1.10823 1.20027 -1.61393  0.428
H -0.66630 -1.21858 0.28486  0.231
H -1.99433 -1.07507 -0.98079  0.255
H -1.42520 0.73000 1.26065  0.313

Atoms 1-3, force components in eV/Å:
O 0.634 -0.280 -0.479
C -0.381 0.344 -0.116
C 0.341 -0.624 0.788

Summary:
highest occupied orbital energy (alpha / beta) = -0.3083 / -0.3084 hartree
calculated total energy = -8795.8133 eV
gap between HOMO and LUMO (alpha / beta) = 7.719 / 7.717 eV
LUMO energy (alpha / beta) = -0.67 / -0.68 eV
ΔE to the lowest compared entry with this formula, charge and spin = 7.606 eV
net charge = 0

=====

# 5
This record from the Open Molecules 2025 dataset describes the molecule C5H5NO at a distorted geometry. The level of theory is ωB97M-V/def2-TZVPD.

Last column: Mulliken charge in e.
Positions of all 12 atoms, in Å:
N 0.57699 -1.73751 -1.26036  -0.511
C 0.22216 -0.63704 -1.36329  0.315
C 0.01830 0.68893 -0.79159  -0.273
C 1.09000 0.80023 0.26664  -0.519
C -0.30653 0.36498 0.64559  -0.092
C -0.99353 -1.00549 0.64798  -0.097
O -1.90471 -1.15309 -0.13134  -0.432
H -0.42979 1.52096 -1.32257  0.415
H 1.91181 0.09763 0.17362  0.249
H 1.37946 1.80755 0.55480  0.260
H -0.86938 1.06874 1.25379  0.329
H -0.69477 -1.81589 1.32672  0.357

Atoms 1-3, force components in eV/Å:
N -0.202 0.873 -1.198
C 0.970 -0.745 -0.233
C 0.006 -0.003 -0.187

Summary:
highest occupied orbital energy = -0.3763 hartree
calculated total energy = -8800.7487 eV
gap between HOMO and LUMO = 10.991 eV
structure (SMILES) = N#C[C@@H]1C[C@@H]1C=O
LUMO energy = 0.75 eV
ΔE to the lowest compared entry with this formula, charge and spin = 2.670 eV
net charge = 0

=====

# 6
This record from the Open Molecules 2025 dataset describes the molecule C5H5NO at a distorted geometry. The level of theory is ωB97M-V/def2-TZVPD.

Last column: Mulliken charge in e.
Positions of all 12 atoms, in Å:
C 1.72646 0.06582 0.06280  -1.077
C 0.24587 -0.03811 -0.14228  0.498
C -0.39444 -1.20871 -0.14694  -0.444
N -1.83808 -0.99198 0.09305  -0.471
C -2.06219 0.30052 -0.03695  -0.324
C -0.71149 0.98753 -0.01400  0.678
O -0.62950 2.22504 -0.04922  -0.547
H 2.13777 0.82243 0.77816  0.299
H 2.09266 -0.98733 0.27538  0.266
H 2.41868 0.35949 -0.79250  0.252
H 0.01621 -2.19653 -0.08588  0.405
H -3.00194 0.66183 0.05838  0.466

Atoms 1-3, force components in eV/Å:
C 2.551 -0.401 -0.985
C 3.231 -1.541 0.650
C -1.417 1.510 1.273

Summary:
highest occupied orbital energy = -0.3540 hartree
calculated total energy = -8801.1254 eV
gap between HOMO and LUMO = 8.192 eV
structure (SMILES) = CC1=CN=CC1=O
LUMO energy = -1.44 eV
ΔE to the lowest compared entry with this formula, charge and spin = 2.294 eV
net charge = 0

=====

# 7
This record from the Open Molecules 2025 dataset describes a cluster of 2 separate species, C5H5NO in total at a distorted geometry. The level of theory is ωB97M-V/def2-TZVPD.

Last column: Mulliken charge in e.
Positions of all 12 atoms, in Å:
O 0.02183 -2.04162 0.03651  -0.638
C -0.72767 -1.08525 0.12019  0.878
C -2.18550 -1.01459 0.40696  -0.376
C -3.04060 -0.22743 0.76190  -0.195
C -0.53389 0.32899 0.17205  -0.446
C 2.45826 0.88671 -0.34724  -0.215
N 1.41721 0.25159 -0.69964  -0.424
H -3.80025 0.40865 1.15644  0.389
H -0.96676 0.88745 -0.64833  0.276
H 3.34067 0.39201 0.07326  0.218
H 2.48988 1.97428 -0.41916  0.251
H 1.52681 -0.76079 -0.61294  0.281

Atoms 1-3, force components in eV/Å:
O -0.499 0.254 -0.019
C 0.293 -0.132 -0.173
C -0.304 0.605 0.481

Summary:
highest occupied orbital energy = -0.3270 hartree
calculated total energy = -8796.8011 eV
gap between HOMO and LUMO = 8.637 eV
LUMO energy = -0.26 eV
ΔE to the lowest compared entry with this formula, charge and spin = 6.618 eV
net charge = 0

=====

# 8
This record from the Open Molecules 2025 dataset describes a structure of composition C5H5NO. The level of theory is ωB97M-V/def2-TZVPD.

Last column: Mulliken charge in e.
Positions of all 12 atoms, in Å:
O 0.16754 1.92306 1.90031  -0.474
C -0.13770 0.95229 1.27700  0.497
C -1.29775 0.04731 1.29674  -0.527
C -1.44971 -0.83845 0.41404  -0.183
C 0.86499 0.19006 0.18537  0.342
C 0.06470 -0.58513 -0.77993  -0.774
N 1.64189 0.65504 -0.84483  -0.585
H -2.03273 -1.63898 -0.00978  0.418
H 1.45947 -0.44623 0.85167  0.289
H -0.53011 -0.04472 -1.51425  0.380
H 0.38624 -1.57459 -1.09654  0.330
H 1.10597 1.27533 -1.45793  0.289

Atoms 1-3, force components in eV/Å:
O -0.256 -0.575 -0.465
C 0.575 0.266 -0.174
C -0.056 -0.059 -0.157

Summary:
highest occupied orbital energy (alpha / beta) = -0.3306 / -0.3348 hartree
calculated total energy = -8797.1130 eV
gap between HOMO and LUMO (alpha / beta) = 8.211 / 7.958 eV
LUMO energy (alpha / beta) = -0.79 / -1.15 eV
ΔE to the lowest compared entry with this formula, charge and spin = 6.306 eV
net charge = 0

=====

# 9
This record from the Open Molecules 2025 dataset describes the molecule C5H5NO. The level of theory is ωB97M-V/def2-TZVPD.

Last column: Mulliken charge in e.
Positions of all 12 atoms, in Å:
C -2.43178 -0.63556 -0.06436  -0.787
C -1.33647 -0.85542 0.60535  0.723
N -0.27388 -1.01474 1.22086  -0.559
C 0.71626 -0.13137 0.76837  0.222
C 1.91689 0.36984 0.82946  -0.232
C 1.00582 0.87779 -0.25399  -0.367
O 1.17004 0.53929 -1.60905  -0.532
H -3.13402 0.10784 0.29413  0.253
H -2.61376 -1.14585 -1.00296  0.249
H 2.89143 0.42832 1.29218  0.356
H 0.58091 1.88190 -0.21864  0.338
H 1.41079 -0.39588 -1.65032  0.336

Atoms 1-3, force components in eV/Å:
C 0.121 -0.052 0.111
C 0.112 0.026 0.075
N -0.420 0.151 -0.324

Summary:
highest occupied orbital energy = -0.3396 hartree
calculated total energy = -8799.3137 eV
gap between HOMO and LUMO = 9.929 eV
structure (SMILES) = C=C=NC1=C[C@H]1O
LUMO energy = 0.69 eV
ΔE to the lowest compared entry with this formula, charge and spin = 4.105 eV
net charge = 0

=====

# 10
This record from the Open Molecules 2025 dataset describes the molecule C5H5NO. The level of theory is ωB97M-V/def2-TZVPD.

Last column: Mulliken charge in e.
Positions of all 12 atoms, in Å:
O 1.01413 2.10574 1.33013  -0.529
C 1.04603 1.06735 0.68953  0.230
C 2.05937 0.02098 0.87921  -0.191
C 2.80753 -0.91834 0.99559  0.315
C 0.17611 0.72779 -0.43681  -0.602
C -1.92285 -0.27980 -1.12994  -0.692
N -0.95775 0.17384 -0.13090  -0.052
H 3.48666 -1.73581 1.10934  0.378
H -1.45803 -0.16212 -2.10953  0.320
H -2.16340 -1.33342 -0.95467  0.286
H -2.84124 0.31459 -1.08069  0.278
H -1.24655 0.01919 0.83876  0.258

Atoms 1-3, force components in eV/Å:
O -0.021 -0.504 -0.314
C 0.062 0.293 0.128
C 0.446 -0.517 0.151

Summary:
highest occupied orbital energy = -0.3281 hartree
calculated total energy = -8799.3862 eV
gap between HOMO and LUMO = 9.361 eV
LUMO energy = 0.43 eV
ΔE to the lowest compared entry with this formula, charge and spin = 4.033 eV
net charge = 0

=====

# 11
This record from the Open Molecules 2025 dataset describes a cluster of 2 separate species, C5H5NO in total at a distorted geometry. The level of theory is ωB97M-V/def2-TZVPD.

Last column: Mulliken charge in e.
Positions of all 12 atoms, in Å:
C -1.17598 0.62460 -1.86762  0.044
C -1.35359 0.84561 -0.69341  -0.207
C -1.90312 0.82504 0.74792  0.229
N -2.64328 1.26646 1.54811  -0.432
H -1.12378 0.35014 -2.89589  0.385
C 1.41177 -1.08613 0.12925  -0.834
C 0.90669 0.14544 0.80063  0.300
O 1.52879 1.13271 1.09936  -0.489
H 2.23107 -1.50072 0.72030  0.332
H 1.78186 -0.81896 -0.86410  0.275
H 0.60883 -1.81568 0.02306  0.259
H -0.26924 0.03149 1.25237  0.139

Atoms 1-3, force components in eV/Å:
C -0.333 0.037 1.227
C -1.722 -0.938 2.692
C -0.880 2.581 -3.266

Summary:
highest occupied orbital energy = -0.3611 hartree
calculated total energy = -8798.9676 eV
gap between HOMO and LUMO = 9.743 eV
structure (SMILES) = C#CC#N.CC=O
LUMO energy = -0.08 eV
ΔE to the lowest compared entry with this formula, charge and spin = 4.451 eV
net charge = 0

=====

# 12
This record from the Open Molecules 2025 dataset describes a cluster of 2 separate species, C5H5NO in total at a distorted geometry. The level of theory is ωB97M-V/def2-TZVPD.

Last column: Löwdin spin population.
Positions of all 12 atoms, in Å:
C 1.54323 -0.41589 1.01387  0.181
C 1.91170 -0.36215 -1.45948  0.761
C 1.54399 -0.37658 -0.31759  0.549
C -1.66889 -0.58780 0.17797  0.054
C -1.20194 0.56076 -0.29270  0.017
N 1.66620 -0.34947 2.10985  0.358
O -0.77618 1.69951 0.44274  0.014
H 2.09321 -0.14727 -2.46003  0.061
H -1.81748 -0.64261 1.28013  0.003
H -1.82446 -1.50384 -0.37803  0.001
H -1.07182 0.73885 -1.37381  0.001
H -0.39757 1.38648 1.25709  0.001

Atoms 1-3, force components in eV/Å:
C -0.904 -0.820 -11.034
C 2.613 -1.137 -8.057
C -2.554 0.613 9.426

Summary:
multiplicity = 3
highest occupied orbital energy (alpha / beta) = -0.2165 / -0.3555 hartree
calculated total energy = -8794.4106 eV
gap between HOMO and LUMO (alpha / beta) = 6.059 / 5.259 eV
LUMO energy (alpha / beta) = 0.17 / -4.42 eV
ΔE to the lowest compared entry with this formula, charge and spin = 4.490 eV
<S²> = 2.020
net charge = 0